C3H5NO2S | ωB97M-V/def2-TZVPD

```
12
Properties=species:S:1:pos:R:3:forces:R:3:lowdin_charge:R:1
C -0.916648 -0.412229 1.306476 0.861 1.692 0.009 -0.460
C -0.295337 -1.161151 0.131857 -1.869 -0.525 1.270 -0.444
C 0.677789 -0.515882 -0.775190 0.292 0.633 -0.049 -0.063
H -0.961413 1.644578 0.198465 0.222 0.379 -0.186 -0.186
H -0.095539 0.024237 1.899947 -0.289 -0.291 -0.035 0.078
H -1.564198 -0.986537 1.962677 0.258 -0.533 -0.373 0.071
H 1.181865 -1.172319 -1.468188 0.259 -0.116 -0.154 0.135
H 1.728788 2.017008 -1.734376 0.145 1.172 -0.188 0.083
N 0.894598 0.742156 -0.737162 0.160 -0.882 0.114 0.001
O -0.631115 -2.315678 -0.018393 0.667 0.059 -0.621 0.092
O 1.936132 1.109038 -1.578665 -0.457 -1.060 0.125 -0.014
S -1.954922 1.026778 0.812552 -0.249 -0.527 0.086 0.707
```
Forces are in eV/Å.

Results
**E**: -19610.1093 eV
**SMILES string**: O=C(/C=N/O)CS
**Net charge**: 0
**Kohn-Sham gap**: 8.83 eV
**Energy above the lowest of the compared OMol25 structures with the same formula, charge and spin**: 55.4 kcal/mol
**Highest occupied orbital energy**: -9.183 eV